ORCA calculation (wB97M-V/def2-TZVPD) on a cluster of 3 separate species, C13H33ClNO11P2 in total in a non-equilibrium geometry.

Each line ends with the Löwdin charge.
Element x y z (Å)
C  -3.04444  -1.52575  3.18761  -0.075
C  -3.51187  -2.25017  1.77115  -0.359
O  -4.97602  -2.06790  1.51384  -0.115
C  -2.57038  -1.86496  0.48209  -0.093
C  -2.43224  -0.24953  0.19796  -0.222
N  -3.68555  0.28741  -0.52130  0.120
C  -3.51860  1.79972  -0.54334  -0.239
O  -4.37388  2.43094  -1.58790  -0.033
C  -1.95685  2.30269  -0.71487  -0.078
O  -1.07525  1.34137  -1.39370  -0.169
C  -1.18614  -0.01627  -0.84071  -0.521
Cl  0.48022  -0.55455  -0.13215  0.696
H  -1.87774  -1.43938  3.30395  0.104
H  -3.46212  -2.14828  4.11611  0.112
H  -3.58911  -0.47117  3.21625  0.090
H  -3.38507  -3.42060  1.96679  0.162
H  -5.29080  -1.60854  2.36097  0.109
H  -3.07428  -2.36650  -0.47226  0.147
H  -1.54441  -2.41230  0.62717  0.129
H  -2.26520  0.31769  1.22144  0.179
H  -4.57772  -0.03303  -0.07567  0.186
H  -3.63674  -0.08892  -1.50131  0.201
H  -3.92064  2.22814  0.49411  0.195
H  -5.31735  2.14347  -1.38545  0.129
H  -2.00891  3.25915  -1.42726  0.177
H  -1.51010  2.72468  0.30813  0.170
H  -1.37467  -0.73813  -1.77170  0.159
C  4.34789  6.16589  0.85967  -0.150
O  3.48932  5.18159  0.31750  -0.280
P  2.08071  5.85646  -0.42618  0.758
O  1.24619  5.43617  0.78939  -0.280
O  2.06627  4.65027  -1.54716  -0.275
C  2.38227  3.32380  -1.16744  -0.127
O  0.67196  6.53137  -1.16985  -0.258
C  0.35110  7.82926  -0.70714  -0.155
H  5.20719  5.67201  1.31788  0.092
H  4.69815  6.83041  0.06558  0.080
H  3.81842  6.74473  1.62226  0.084
H  2.06711  3.10489  -0.14180  0.085
H  3.45970  3.16292  -1.26940  0.089
H  1.86600  2.63251  -1.84291  0.086
H  1.22511  8.48120  -0.78591  0.081
H  0.01076  7.78620  0.33020  0.081
H  -0.45175  8.23424  -1.32774  0.090
C  0.22800  -6.45482  -1.02563  -0.157
O  0.88774  -5.35386  -0.43187  -0.297
P  2.61060  -5.50633  -0.46630  0.759
O  2.60067  -5.87502  1.02187  -0.257
O  2.77487  -3.87584  -0.62814  -0.264
C  1.92475  -3.00145  0.09039  -0.218
O  4.33358  -5.65886  -0.50067  -0.244
C  4.78378  -6.99314  -0.63691  -0.151
H  -0.85058  -6.29711  -0.96186  0.085
H  0.51642  -6.53697  -2.07678  0.079
H  0.48750  -7.37619  -0.49583  0.086
H  1.63665  -3.41638  1.06200  0.095
H  1.03155  -2.79103  -0.50548  0.009
H  2.45458  -2.05756  0.26078  0.058
H  4.29960  -7.46548  -1.49574  0.079
H  4.56546  -7.55927  0.27172  0.084
H  5.86430  -6.98386  -0.79848  0.093

Results
**Charge**: +1
**Energy relative to the best compared isomer or geometry (same formula, charge and spin)**: 238.1 kcal per mole
**Electronic energy**: -69112.77789 eV

ORCA calculation (wB97M-V/def2-TZVPD) on the molecule C4H7NO2.

Each line ends with the Löwdin charge.
Element x y z (Å)
O  1.43276  -0.98788  -0.71219  -0.016
C  0.11134  -0.50699  -0.84991  -0.364
C  0.04082  1.01897  -0.80581  -0.166
N  0.51480  1.50480  0.48739  0.060
C  0.12511  0.82423  1.48202  -0.247
O  -0.63319  -0.29218  1.49166  -0.038
C  -0.79850  -1.02283  0.25817  -0.113
H  1.82515  -0.55497  0.05904  0.092
H  -0.23980  -0.88357  -1.81609  0.152
H  -1.00276  1.33410  -0.94695  0.128
H  0.63843  1.46858  -1.60192  0.117
H  0.40056  1.10907  2.49699  0.133
H  -1.85008  -0.94840  -0.03917  0.130
H  -0.56467  -2.06292  0.49677  0.132

Results
**Energy relative to the best compared isomer or geometry (same formula, charge and spin)**: 33.8 kcal per mole
**Electronic energy**: -9845.81420 eV

ORCA calculation (wB97M-V/def2-TZVPD) on a structure of composition C28H25Cl2N7O2Pt.

Each line ends with the Löwdin spin population.
Element x y z (Å)
Pt  -0.09530  -0.47214  0.54056  0.207
C  0.03464  0.23537  -6.24353  0.000
C  -0.25558  -0.31893  -4.87456  -0.001
C  -1.54654  -0.69028  -4.49903  0.001
C  -1.83227  -1.12232  -3.22063  0.000
C  -0.83704  -1.23589  -2.23415  0.003
N  -1.11211  -1.53790  -0.92108  0.024
C  -2.17814  -2.35016  -0.59660  0.004
C  -2.42868  -3.55476  -1.27269  0.002
C  -3.42500  -4.42218  -0.87814  0.000
C  -4.21567  -4.15934  0.24004  0.003
C  -5.23840  -5.14908  0.72846  0.000
C  -3.99232  -2.96922  0.90947  0.000
C  -3.02872  -2.06064  0.47990  0.003
N  -2.99607  -0.79186  1.14021  0.000
C  -4.06760  -0.14997  1.64956  0.001
C  -3.62297  0.96959  2.31137  0.002
C  -2.23665  0.95174  2.14992  0.026
N  -1.87090  -0.11115  1.44519  0.020
C  0.47016  -0.92759  -2.64603  0.000
C  0.74069  -0.44356  -3.92151  0.000
N  1.58314  -1.16492  -1.78282  0.001
C  2.79704  -1.61593  -2.16010  0.000
C  3.60859  -1.63923  -1.05148  0.000
C  2.80389  -1.18712  -0.00105  0.005
N  1.59101  -0.90059  -0.45762  0.009
H  -0.59669  -0.23323  -6.99892  0.000
H  1.07484  0.07146  -6.52600  0.000
H  -0.15159  1.31135  -6.28312  0.000
H  -2.35337  -0.60881  -5.21919  0.000
H  -2.85237  -1.35930  -2.94726  0.000
H  -1.79817  -3.80089  -2.11783  0.000
H  -3.57327  -5.34357  -1.43002  0.000
H  -5.65034  -5.72707  -0.09882  0.000
H  -6.06476  -4.64980  1.23500  0.000
H  -4.79766  -5.85575  1.43531  0.000
H  -4.57891  -2.73320  1.78940  0.000
H  -5.05933  -0.53214  1.48746  0.000
H  -4.21661  1.70599  2.82213  0.000
H  -1.47568  1.63941  2.47987  0.020
H  1.75781  -0.16113  -4.16792  0.000
H  2.97688  -1.90219  -3.18094  0.000
H  4.63384  -1.95823  -1.00062  0.000
H  3.01083  -1.07120  1.05469  0.002
N  2.68898  -0.39650  3.11173  0.053
C  2.07016  0.86494  2.63998  0.234
C  0.83288  0.61710  1.88350  1.278
O  0.37922  3.99791  0.55085  0.023
O  -2.56655  1.30738  -1.06684  0.808
H  1.98439  -0.94510  3.59231  0.007
H  3.42287  -0.19374  3.78218  0.006
H  2.82116  1.38468  2.02344  0.037
H  1.84538  1.54881  3.47323  0.029
Cl  -0.55435  2.98208  -0.14423  0.046
C  -1.32929  3.88181  -1.44915  0.089
C  -0.87034  5.15467  -1.68970  -0.010
C  -1.41668  5.88324  -2.73924  0.100
C  -2.40906  5.33069  -3.53980  -0.016
C  -2.86847  4.05508  -3.28368  0.086
Cl  -4.11063  3.36371  -4.26202  0.032
C  -2.34607  3.30073  -2.21911  0.070
N  -2.85483  2.05702  -1.97460  0.794
H  -0.09192  5.54343  -1.04626  -0.001
H  -1.06264  6.88509  -2.93773  0.006
H  -2.83620  5.88650  -4.36225  -0.003

Results
**Multiplicity**: 5
**Energy relative to the best compared isomer or geometry (same formula, charge and spin)**: 148.6 kcal per mole
**Electronic energy**: -72249.30365 eV